Computed, not measured: C6H3NO in the gas phase at a distorted geometry, with the ωB97M-V functional and the def2-TZVPD basis.

Structure (ORCA input):
```
! RIJCOSX wB97M-V def2-TZVPD def2/J DEFGRID3
* xyz 0 1
C 0.1533 -1.3636 0.7442
C -1.2078 -2.0776 0.6247
C 0.0790 0.0237 0.3684
C 0.0821 1.1449 -0.0132
C 0.1570 2.4006 -0.5679
C 0.2406 3.5141 -1.0654
H 1.1868 -1.6977 -0.8141
H 0.3608 -1.5284 1.7563
H -0.0166 4.2501 -1.8392
N -2.2131 -2.6693 0.7172
O 1.1780 -1.9969 0.0891
*
```

Values from the calculation:
* E_tot: -9803.09749 eV
* orbital gap: 10.518 eV
* SMILES: C#CC#C[C@H](O)C#N
* energy relative to the best compared isomer or geometry (same formula, charge and spin): 3.109 eV
* highest occupied orbital energy: -10.3 eV


Computed, not measured: C6H3NO in the gas phase at a distorted geometry, with the ωB97M-V functional and the def2-TZVPD basis.

Structure (ORCA input):
```
! RIJCOSX wB97M-V def2-TZVPD def2/J DEFGRID3
* xyz 0 1
C 0.5196 0.9236 -0.1085
C 2.0150 0.5427 0.0584
C 0.6101 -1.2132 -0.0936
C -0.2346 -0.2421 -0.0982
C -1.6892 -0.1779 -0.2938
C -2.8568 -0.0663 0.1545
H 2.9012 1.2603 0.2407
H 0.5930 -2.2261 0.1070
H -4.0047 -0.1236 0.1745
N 2.1210 -0.7244 -0.0529
O 0.0255 2.0471 -0.0880
*
```

Values from the calculation:
* E_tot: -9803.18803 eV
* orbital gap: 8.623 eV
* SMILES: C#CC1=CN=CC1=O
* energy relative to the best compared isomer or geometry (same formula, charge and spin): 3.019 eV
* highest occupied orbital energy: -9.9 eV


Computed, not measured: a gas-phase ion, C6H3O5 (charge -1) at a distorted geometry, with the ωB97M-V functional and the def2-TZVPD basis.

Structure (ORCA input):
```
! RIJCOSX wB97M-V def2-TZVPD def2/J DEFGRID3
* xyz -1 1
C 0.8910 0.3282 1.3061
C -1.4881 0.7146 -1.0764
C 1.0929 1.3809 1.9819
C 0.1037 -0.5183 0.5496
C -0.4044 1.4912 -1.4135
C 0.2590 -2.0113 0.3752
O -2.6684 0.9287 -1.2155
O 1.5863 2.1766 2.7392
O -1.1545 -0.2130 0.1302
O 0.0337 1.8086 -2.7120
O 0.8954 1.1431 -1.7605
H 0.4234 -2.6047 1.3848
H 1.0319 -2.2025 -0.2514
H -0.6020 -2.4222 -0.0378
*
```

Values from the calculation:
* E_tot: -16501.63242 eV
* orbital gap (spin up / spin down): 6.697 / 6.698 eV
* SMILES: CC(=C=C=O)OC([O-])=C1OO1
* energy relative to the best compared isomer or geometry (same formula, charge and spin): 3.622 eV
* highest occupied orbital energy (spin up / spin down): -3.5 / -3.5 eV


Computed, not measured: C6H4 in the gas phase at a distorted geometry, with the ωB97M-V functional and the def2-TZVPD basis.

Structure (ORCA input):
```
! RIJCOSX wB97M-V def2-TZVPD def2/J DEFGRID3
* xyz 0 1
C -0.1508 -1.4241 0.5873
C 0.9378 -0.3783 0.5482
C -1.3323 -1.6746 0.1145
C -0.3273 1.1438 -0.6033
C 0.8735 0.7841 -0.0123
C -1.3982 1.3366 -1.1420
H 0.0312 -2.3174 1.0779
H 1.8221 -0.6509 1.2134
H 1.7816 1.4425 -0.1297
H -2.2375 1.7383 -1.6541
*
```

Values from the calculation:
* E_tot: -6280.02176 eV
* orbital gap: 9.300 eV
* energy relative to the best compared isomer or geometry (same formula, charge and spin): 2.453 eV
* highest occupied orbital energy: -9.3 eV


Computed, not measured: 14 unconnected molecules or ions with the total composition C6H42N2O13 at a distorted geometry, with the ωB97M-V functional and the def2-TZVPD basis.

Structure (ORCA input):
```
! RIJCOSX wB97M-V def2-TZVPD def2/J DEFGRID3
* xyz 0 1
N 0.8367 -2.3432 1.8353
C 0.9293 -0.9386 1.5134
C 1.0959 0.0639 2.6237
N 1.0204 1.4625 2.0044
C 2.1966 2.2868 2.3925
C 2.1671 3.6313 1.6209
C -0.2585 2.1177 2.3837
C -1.0000 2.1221 0.9712
H -0.1057 -2.6235 1.8860
H 1.4435 -2.6026 2.5805
H 0.0122 -0.7254 0.9872
H 1.7794 -0.7066 0.7967
H 2.0926 -0.0845 3.1103
H 0.5445 0.0027 3.5681
H 3.0101 1.6500 2.0851
H 2.1673 2.4448 3.4932
H 2.6032 4.5000 2.2027
H 2.7238 3.6562 0.6544
H 1.1559 3.7447 1.2232
H -0.1987 3.1839 2.6976
H -0.8626 1.5485 3.0143
H -1.8763 2.7532 0.7770
H -0.3436 2.3981 0.1328
H -1.2307 1.0593 0.8350
H 4.4506 -2.1824 -2.4741
H 3.5613 -1.3730 -3.3528
O 3.9569 -2.2578 -3.2967
H -1.3329 0.6515 -3.1563
H -0.0459 1.2935 -3.5591
O -0.3784 0.4482 -3.2381
H 0.7335 -1.9251 -2.7823
H 1.9968 -1.3820 -1.9501
O 1.3027 -2.0633 -2.0284
H 0.7317 -4.4684 -2.3775
H 0.6280 -3.7274 -0.9377
O 0.1568 -4.1582 -1.6644
H -3.1798 0.5520 -2.6793
H -3.2176 1.7390 -3.7181
O -2.8568 1.4778 -2.8657
H -1.9259 -2.2592 0.2144
H -3.0885 -1.3768 0.3484
O -2.4563 -1.8252 0.9101
H 0.6440 0.7714 -1.3743
H 1.2280 1.1345 -0.0277
O 1.2187 1.4291 -0.9422
H -0.9945 -3.2133 -1.5387
H -2.3623 -3.6081 -1.9339
O -1.9881 -2.8634 -1.4412
H 4.1852 0.2160 -1.4128
H 2.8534 0.7620 -1.3164
O 3.2798 -0.0704 -1.5994
H -4.0015 -1.6340 3.0627
H -2.6335 -2.1494 2.5292
O -3.2464 -2.1818 3.3238
H -3.2890 -1.4195 -3.8769
H -2.5690 -1.6335 -2.6234
O -3.3366 -1.0903 -2.9493
H -0.8920 4.2198 -3.3888
H -0.0420 2.8898 -2.9654
O -0.1720 3.5627 -3.6474
H -2.6965 -0.9314 4.9744
H -1.6108 0.1056 5.0237
O -2.5137 -0.0600 5.3426
*
```

Values from the calculation:
* E_tot: -36500.03027 eV
* orbital gap: 9.117 eV
* energy relative to the best compared isomer or geometry (same formula, charge and spin): 3.763 eV
* highest occupied orbital energy: -9.1 eV


Computed, not measured: 14 unconnected molecules or ions with the total composition C6H42N2O13 at a distorted geometry, with the ωB97M-V functional and the def2-TZVPD basis.

Structure (ORCA input):
```
! RIJCOSX wB97M-V def2-TZVPD def2/J DEFGRID3
* xyz 0 1
C 0.3618 0.3659 0.9569
N -0.9989 0.6670 1.4786
C -1.9807 -0.1651 0.7915
C -1.0690 0.3925 2.9154
C 0.7387 1.2889 -0.2198
C 1.0423 0.5404 -1.5139
C 2.4026 -0.1385 -1.5668
N 3.4607 0.8706 -1.3804
H 0.4127 -0.6748 0.6386
H 1.1049 0.5073 1.7422
H -1.9130 0.0404 -0.2779
H -2.9953 0.0955 1.0975
H -1.8689 -1.2390 0.9643
H -0.4398 1.0790 3.4841
H -2.0996 0.5106 3.2524
H -0.7030 -0.6106 3.1713
H -0.0579 2.0043 -0.3977
H 1.5818 1.9266 0.0585
H 0.2818 -0.2262 -1.6767
H 0.9096 1.2284 -2.3483
H 2.4381 -0.9528 -0.8353
H 2.5323 -0.5647 -2.5603
H 4.3603 0.5320 -1.7000
H 3.5166 1.2011 -0.4275
H -3.3264 0.4566 -2.6105
H -3.7126 1.0836 -1.2432
O -4.0251 0.4633 -1.9081
H -3.9553 -1.3185 -1.6780
H -3.8856 -2.5227 -0.7004
O -3.7073 -2.2797 -1.6061
H 2.5045 0.5749 5.3870
H 2.1684 1.0174 3.9367
O 2.8972 0.8649 4.5689
H -1.3849 -0.4767 -3.1520
H -1.8056 0.3499 -4.4129
O -1.7239 0.4147 -3.4592
H 1.7129 -4.7590 2.2007
H 2.5517 -3.5407 1.9126
O 1.6073 -3.8612 1.8724
H 5.6139 -0.6362 3.9965
H 4.1761 -0.0773 3.8060
O 4.8357 -0.7156 3.4364
H 2.5350 2.7964 -2.1855
H 1.1583 3.4768 -2.4049
O 2.1233 3.6107 -2.5338
H -1.3561 2.0477 -2.7328
H -1.7558 2.9046 -1.4870
O -1.2312 2.9329 -2.3132
H -1.8198 2.2566 0.6654
H -2.5375 3.6489 0.5634
O -2.5137 2.7709 0.1786
H 0.6742 -3.5859 0.3617
H 0.2130 -4.5376 -0.7991
O 0.1057 -3.6332 -0.4532
H -4.0097 2.0350 0.9552
H -5.4647 1.6030 0.6284
O -4.8485 1.7027 1.3594
H -2.0248 -2.3313 -2.2939
H -0.5320 -2.4876 -1.8214
O -1.0926 -2.1211 -2.5695
H 4.3654 -2.2961 2.6495
H 4.4739 -2.5104 1.1399
O 4.1811 -2.9614 1.9390
*
```

Values from the calculation:
* E_tot: -36503.37853 eV
* orbital gap: 9.382 eV
* energy relative to the best compared isomer or geometry (same formula, charge and spin): 0.415 eV
* highest occupied orbital energy: -9.5 eV


Computed, not measured: 14 unconnected molecules or ions with the total composition C6H42NO15 at a distorted geometry, with the ωB97M-V functional and the def2-TZVPD basis.

Structure (ORCA input):
```
! RIJCOSX wB97M-V def2-TZVPD def2/J DEFGRID3
* xyz 1 1
C -1.0093 5.6635 -0.0863
O -0.4731 4.2846 -0.0863
C -1.3187 3.2419 0.3548
C -0.5862 1.9663 0.3046
N -1.3465 0.8011 0.7663
H -1.7632 1.2303 1.6403
H -2.2597 0.8763 0.1627
C -0.7343 -0.5856 0.8699
C -0.3963 -1.1550 -0.4557
O -0.0410 -2.6192 -0.2980
C 0.1230 -3.3764 -1.4543
H -0.2877 6.4384 -0.1698
H -1.7657 6.0416 0.5499
H -1.8441 5.6290 -0.9948
H -2.2247 3.2171 -0.4620
H -1.7298 3.3872 1.3892
H 0.3644 2.1654 0.5746
H -0.4778 1.6812 -0.8165
H -1.4251 -1.0877 1.3584
H -0.1870 -0.7504 1.7480
H 0.5480 -0.6465 -0.6523
H -0.8879 -0.9386 -1.4055
H -0.1001 -4.5473 -1.3348
H 1.1807 -3.1679 -1.9276
H -0.5646 -3.1585 -2.3785
O 0.3821 -1.8827 -4.3134
H 0.5084 -2.1917 -5.2256
H 1.1794 -1.4141 -4.2301
O 3.1014 4.1211 0.6618
H 3.9855 3.9764 0.7267
H 2.6288 3.6623 -0.1110
O 3.6411 1.0009 -0.0867
H 3.4391 1.0661 0.7801
H 2.9558 0.4055 -0.5721
O 2.3250 -1.2725 1.6246
H 2.0116 -1.3378 2.4560
H 2.2059 -2.1379 1.1282
O 0.0680 -4.4597 1.3839
H 0.0417 -3.8762 0.6485
H -0.7977 -4.8825 1.0980
O 3.2375 -3.4884 0.2839
H 2.7751 -3.8577 -0.5296
H 3.8472 -4.1632 0.7307
O -1.4185 -7.7791 -0.7890
H -1.8196 -8.5890 -1.1559
H -1.3100 -7.1219 -1.5439
O 1.6443 0.7509 -2.5938
H 1.8409 1.7594 -2.4391
H 2.1291 0.4693 -3.2360
O -3.6001 -0.2639 -0.5502
H -4.5252 -0.1620 -0.3439
H -3.8118 -0.5745 -1.4328
O 2.6922 -5.5914 -1.4931
H 2.2553 -6.0587 -0.7220
H 3.6316 -5.9670 -1.6310
O 0.6610 1.3616 3.5138
H 0.6161 2.2645 3.8449
H 0.1836 0.6743 4.0956
O -2.6399 8.6553 0.8186
H -2.8227 9.5259 1.3423
H -1.7782 8.6621 1.0799
O -3.3620 1.3147 2.8283
H -3.2551 0.6690 3.5944
H -3.6404 2.1421 3.1628
*
```

Values from the calculation:
* E_tot: -39092.70792 eV
* orbital gap: 9.940 eV
* energy relative to the best compared isomer or geometry (same formula, charge and spin): 0.000 eV
* highest occupied orbital energy: -12.6 eV


Computed, not measured: 19 unconnected molecules or ions with the total composition C6H45ClN2O17 at a distorted geometry, with the ωB97M-V functional and the def2-TZVPD basis.

Structure (ORCA input):
```
! RIJCOSX wB97M-V def2-TZVPD def2/J DEFGRID3
* xyz 0 1
C -1.0592 -2.2096 0.4747
C -0.5999 -1.0867 1.3461
N 0.0037 0.0990 0.6021
C 1.0599 0.8787 0.9443
C 1.1678 1.9198 0.0050
N 0.0922 1.8327 -0.8731
C -0.5650 0.6469 -0.5701
C -0.2875 2.6990 -1.8558
H -0.2906 -2.3635 -0.2827
H -2.0615 -2.0896 0.0635
H -1.1101 -3.1721 0.9838
H 0.1105 -1.4370 2.0949
H -1.3307 -0.6639 2.0355
H 1.5341 0.6373 1.8842
H 1.8587 2.7487 -0.0391
H -1.3974 0.1910 -1.0855
H -0.6160 3.6386 -1.4116
H -1.1459 2.2446 -2.3506
H 0.4050 2.8598 -2.6820
Cl -7.0847 2.0253 -1.8047
O -6.9031 -2.5339 5.2259
H -6.9178 -2.9779 4.3781
H -6.4232 -1.7218 5.0633
O 0.7830 -3.5402 8.3609
H 0.9929 -3.4732 9.2924
H -0.1026 -3.1844 8.2883
O 7.9127 3.3054 -0.0540
H 7.8872 3.3813 -1.0079
H 8.6129 2.6758 0.1179
O -8.6531 -3.0251 0.8336
H -8.3116 -2.3941 0.1999
H -9.6039 -2.9283 0.7800
O 6.2418 5.6056 -4.1293
H 5.9289 5.2171 -4.9463
H 5.8455 6.4767 -4.1107
O -2.1630 7.2315 3.0135
H -2.9847 7.4478 2.5728
H -1.4819 7.5061 2.3996
O 3.5134 -6.1588 -3.2570
H 3.5822 -7.0003 -3.7080
H 2.9264 -5.6393 -3.8063
O -5.7989 2.2629 3.8202
H -5.0545 2.8575 3.9129
H -5.9487 2.2112 2.8762
O 4.1334 -6.2445 1.6691
H 4.2417 -7.1633 1.9149
H 3.8323 -6.2729 0.7610
O 1.5440 -7.8805 6.2319
H 1.4109 -7.0164 6.6217
H 0.6626 -8.1838 6.0141
O -1.4196 0.4964 -8.0459
H -0.8067 1.1215 -8.4331
H -2.2450 0.9771 -7.9831
O 6.6240 6.0541 3.8718
H 6.6042 5.3866 3.1861
H 6.6694 6.8843 3.3974
O 2.1066 9.3093 1.3375
H 1.7065 9.9977 0.8063
H 3.0236 9.5715 1.4190
O 0.0136 5.8170 -10.0598
H -0.4007 6.5234 -9.5642
H -0.4478 5.8096 -10.8985
O 3.5220 3.9060 -8.1701
H 2.8133 4.2786 -8.6946
H 3.6745 3.0417 -8.5522
O -2.3861 -9.8733 4.3574
H -2.7898 -9.4332 3.6093
H -3.0642 -10.4660 4.6816
O -4.0785 -9.2064 -0.6992
H -3.5261 -9.9198 -1.0190
H -3.9812 -8.5154 -1.3544
*
```

Values from the calculation:
* E_tot: -57258.54972 eV
* orbital gap: 4.365 eV
* highest occupied orbital energy: -5.7 eV


Computed, not measured: a molecular structure, C6H4BrNO2 at a distorted geometry, with the ωB97M-V functional and the def2-TZVPD basis.

Structure (ORCA input):
```
! RIJCOSX wB97M-V def2-TZVPD def2/J DEFGRID3
* xyz 0 1
C -1.5636 -1.4478 -0.8442
C 0.4235 -1.3110 0.6009
C 1.6996 0.6687 0.0072
C 0.1914 0.9522 -0.5499
C -0.9207 0.7927 0.4600
C -0.7192 -0.6751 -0.0228
N -2.1780 -2.0252 -1.6070
O 0.3905 -2.4584 0.9257
O 1.5624 -0.5602 0.7564
Br -2.6777 1.5560 0.2872
H 2.3821 0.6591 -0.7773
H 2.0324 1.3599 0.7866
H -0.0809 1.5884 -1.4861
H -0.5417 0.9009 1.4634
*
```

Values from the calculation:
* E_tot: -81911.29842 eV
* orbital gap: 9.376 eV
* energy relative to the best compared isomer or geometry (same formula, charge and spin): 0.000 eV
* highest occupied orbital energy: -10.0 eV